DFT (ωB97M-V/def2-TZVPD) results for a cluster of 2 separate species, C3H3N2S in total in a non-equilibrium geometry.

Geometry as XYZ:
```
9
Properties=species:S:1:pos:R:3:nbo_charge:R:1
C -0.61086 -0.10058 0.76457 -0.035
C 0.46293 0.82141 0.35233 -0.089
C -1.30209 0.89707 -0.96330 0.044
N -1.57199 -0.14939 -0.04207 -0.442
N -0.01840 1.40725 -0.70010 -0.418
S -2.63071 1.88895 -1.34639 -0.355
H -0.68520 -0.89440 1.46785 0.174
H 1.38796 1.10454 0.85784 0.184
H -0.48100 0.22819 -2.49062 -0.063
```

The value obtained for the LUMO energy (alpha / beta) is 3.4509 / 3.7459 eV. For the frontier orbital gap (alpha / beta), the calculation gives 6.6 / 6.6 eV. For the calculated total energy, the calculation gives -623.72857 Eh. As for the molecular weight: 99.14 g/mol. As for the multiplicity: 1. The charge is -1. As for the energy above the lowest of the compared OMol25 structures with the same formula, charge and spin: 81.8 kcal/mol.